This record from the Open Molecules 2025 dataset describes a molecular structure, C7H31B2N7NiO4. The level of theory is wB97M-V/def2-TZVPD.

The geometry in XYZ format:
```
52
Properties=species:S:1:pos:R:3:forces:R:3:lowdin_charge:R:1
Ni -0.626255 0.675835 0.039333 0.35 -0.49 0.10 0.58
B 0.099115 2.286885 1.376223 -0.19 0.26 0.30 -0.43
H 0.340405 1.289225 1.708933 0.68 -3.68 2.09 -0.06
H 0.634315 3.024645 1.953743 2.15 2.58 2.24 -0.03
H 0.525905 2.338905 0.386593 1.59 0.56 -3.91 -0.06
H -0.948635 2.539325 1.323933 -3.61 0.81 0.11 -0.04
B -1.408635 2.038615 -1.505247 0.26 0.92 -0.41 -0.42
H -0.856525 1.136675 -1.719577 1.70 -3.04 -1.51 -0.08
H -0.662325 2.816535 -1.459267 2.47 3.18 0.62 -0.03
H -2.056495 2.318035 -2.321597 -2.56 0.35 -3.37 -0.04
H -2.059355 1.917905 -0.653057 -2.33 -0.12 3.42 -0.03
C 2.868155 -0.062695 0.748573 0.38 -0.45 -1.78 -0.04
C 2.501935 0.758195 -0.571447 0.69 0.32 1.03 -0.35
C 3.676505 0.798025 -1.596017 -1.87 -0.26 -0.27 -0.15
O 3.326745 1.777975 -2.631947 -0.51 -0.68 1.80 -0.18
C 4.035695 1.733185 -3.818007 1.26 -0.47 -0.33 -0.15
N 1.246335 0.203105 -1.106737 0.85 0.26 0.41 0.06
H 2.880575 -1.095005 0.398893 -0.35 -0.36 -0.01 0.04
H 2.192425 -0.042935 1.603623 -0.07 0.63 -0.49 0.06
H 3.902375 -0.020795 1.090233 0.11 0.94 0.03 0.06
H 2.342025 1.817355 -0.369697 -0.27 -0.09 0.38 0.13
H 3.756495 -0.164905 -2.100477 0.31 -0.29 0.05 0.11
H 4.545935 0.987805 -0.966597 0.52 0.57 -0.66 0.12
H 3.636855 1.224715 -4.695777 -1.34 -0.04 0.10 0.08
H 4.917185 1.104715 -3.691127 0.80 0.57 0.19 0.08
H 4.243585 2.760585 -4.116897 0.40 -0.08 -0.02 0.09
H 1.489425 -0.747275 -1.347127 -0.51 -0.56 -0.02 0.08
H 1.053425 0.667975 -1.982397 -0.26 0.28 -0.22 0.09
C 0.318935 -1.657575 2.258133 -0.23 1.05 -3.45 -0.80
O -0.188875 -0.982625 1.368623 -0.86 0.49 0.10 -0.06
N 1.245945 -2.528445 1.865223 1.79 -2.13 0.47 0.13
N 0.072625 -1.617875 3.539353 -0.04 -0.69 3.43 0.18
H 1.722985 -3.131255 2.520323 -0.09 0.00 -0.07 0.05
H 1.445005 -2.723185 0.894373 -0.51 0.30 0.10 0.06
H 0.571365 -2.327705 4.056553 -0.19 0.19 0.28 0.07
H -0.356915 -0.913005 4.121363 -0.15 0.19 -1.00 0.12
C -3.420525 0.211455 2.130383 0.52 0.11 0.04 -0.81
O -2.476175 0.749385 1.675223 3.32 2.58 -0.77 0.07
N -4.124705 -0.580495 1.394533 -3.35 -3.35 -2.74 0.17
N -3.871045 0.336665 3.358133 -0.77 0.37 3.16 0.17
H -4.565505 -1.388505 1.810353 -0.08 0.10 -0.44 0.08
H -3.952295 -0.564755 0.399483 0.23 -0.31 0.27 0.11
H -3.370545 0.934505 4.000163 -0.29 -0.29 -0.07 0.12
H -4.727085 -0.146755 3.589623 0.31 0.51 0.39 0.10
C -2.207865 -1.763165 -1.484117 1.61 -0.39 2.04 -0.78
O -1.650535 -0.753655 -1.090647 0.11 0.04 -0.13 -0.02
N -1.924905 -2.999125 -1.082287 0.56 -1.67 0.77 0.13
N -3.198225 -1.784395 -2.335867 -2.32 1.19 -2.22 0.15
H -2.624535 -3.694315 -1.299847 0.56 -0.45 0.15 0.03
H -1.154635 -3.245285 -0.477147 -0.22 0.27 0.23 0.05
H -3.346425 -0.926995 -2.848707 -0.57 -0.21 0.14 0.13
H -3.813265 -2.585525 -2.340317 -0.01 0.44 -0.57 0.07
```
Positions in Å, forces in eV/Å.

Output
**2S+1**: 4
**Total charge**: -1
**DFT total energy**: -2527.36643 Ha
**⟨S²⟩**: 3.75
**E_HOMO (spin up / spin down)**: 0.11 / -5.10 eV
**HOMO-LUMO gap (spin up / spin down)**: 0.0951 / 0.2901 Ha

---

This record from the Open Molecules 2025 dataset describes 12 unconnected molecules or ions with the total composition C7H31NO11. The level of theory is wB97M-V/def2-TZVPD.

The geometry in XYZ format:
```
50
Properties=species:S:1:pos:R:3:forces:R:3:lowdin_charge:R:1
C -2.005635 1.595084 2.473010 -1.38 1.08 -1.22 -0.09
C -0.759635 1.019983 1.864411 -0.60 -1.09 1.35 -0.14
C -0.701451 -0.280285 1.576245 0.63 -0.39 -1.44 -0.06
C 0.493819 -0.987784 1.053542 0.67 1.92 -0.08 -0.31
C 0.696691 -1.693277 -0.112105 -0.77 -0.76 0.18 -0.12
C 1.979368 -2.284896 -0.068668 0.92 0.16 0.06 -0.11
C 2.626827 -1.731865 1.006131 -1.00 0.82 0.54 -0.10
N 1.724794 -0.866228 1.643775 1.79 -2.14 -0.11 0.09
H -2.818179 1.763399 1.735559 0.55 -0.28 -0.36 0.08
H -1.906051 2.627932 2.815821 0.39 -0.33 0.58 0.07
H -2.561549 0.958980 3.161115 0.65 -0.03 0.47 0.08
H 0.155337 1.592231 1.868153 0.06 0.22 -0.19 0.08
H -1.578647 -0.918981 1.467054 -0.34 0.47 0.44 0.11
H -0.026125 -1.793830 -0.899320 -0.36 -0.38 -0.01 0.10
H 2.402880 -3.075829 -0.671834 -0.11 0.32 -0.36 0.10
H 3.608132 -1.860149 1.439809 -0.08 -0.11 -0.21 0.11
H 2.013445 -0.594341 2.574409 -1.02 0.66 0.08 0.11
O -1.217186 1.071468 -1.316188 -1.27 0.25 -0.28 -0.08
H -1.682602 0.223267 -1.427461 0.32 -0.20 0.33 0.02
H -2.020901 1.617976 -1.345455 0.29 0.18 0.10 0.07
O -2.375256 -3.158165 -1.267348 0.22 -0.28 0.32 -0.06
H -2.158150 -3.055223 -0.324529 0.20 -0.24 -0.15 0.03
H -2.156789 -4.085139 -1.448078 -0.17 0.33 0.05 0.06
O -3.778143 -0.632914 -0.957107 -0.05 0.04 0.02 -0.08
H -3.747652 -0.467074 -1.917361 0.11 -0.13 0.44 0.01
H -3.457286 -1.542445 -0.871348 -0.25 0.19 -0.27 -0.01
O 2.341386 2.229458 0.990744 0.56 0.14 -0.90 -0.06
H 3.204849 1.993233 0.602684 0.09 -0.58 0.57 0.04
H 2.063527 2.772739 0.242200 -0.70 0.64 0.34 0.03
O -0.315721 3.755998 -0.433201 0.54 0.45 0.55 -0.05
H -0.891535 4.213952 -1.050525 -0.05 -0.46 -0.08 0.04
H -0.438767 2.802620 -0.466026 -0.36 -0.12 -0.46 -0.02
O -2.506481 -0.319325 -3.346167 0.32 0.07 -0.35 -0.06
H -1.634313 0.103344 -3.409880 -0.08 0.09 -0.24 0.02
H -2.345368 -1.212851 -3.654491 -0.07 -0.26 -0.09 0.06
O 0.372110 0.804444 -3.969889 -0.94 -0.30 -0.42 -0.05
H 1.259240 0.624789 -4.288938 0.07 0.34 0.43 0.05
H 0.358375 1.324455 -3.153976 0.65 -0.10 -0.01 0.01
O 1.380781 0.978768 -1.440223 0.37 0.79 -0.05 -0.08
H 1.144726 0.068267 -1.599043 -0.21 -0.50 0.09 0.03
H 1.419874 1.068995 -0.475013 -0.06 -0.22 0.04 0.03
O -0.805794 -3.605555 1.655015 -1.27 -1.51 -0.23 -0.03
H 0.019668 -3.905759 1.267067 0.24 0.72 0.20 0.04
H -0.753380 -2.739650 2.035260 0.76 0.51 0.09 0.00
O 1.618909 0.673163 4.117056 -0.13 0.52 0.43 -0.05
H 0.788289 0.762345 4.609748 0.27 -0.16 -0.22 0.06
H 1.935191 1.586741 4.031938 -0.02 -0.35 -0.12 0.06
O 3.981012 1.078397 -1.221040 -0.35 -0.26 -0.76 -0.09
H 3.112978 1.356211 -1.603169 0.59 -0.10 0.42 0.01
H 3.940364 0.143340 -1.492372 0.38 0.35 0.48 0.04
```
Positions in Å, forces in eV/Å.

Output
**Structure (SMILES)**: C/C=C/c1ccc[nH]1.O.O.O.O.O.O.O.O.O.O.O
**DFT total energy**: -1167.67804 Ha
**E_HOMO**: -8.12 eV
**Energy above the lowest of the compared OMol25 structures with the same formula, charge and spin**: 102.4 kJ/mol
**HOMO-LUMO gap**: 0.3091 Ha